{
  "formula": "C16H22F2NO3S",
  "method": "ωB97M-V with the def2-TZVPD basis set",
  "species": ["N", "C", "C", "C", "C", "S", "O", "O", "O", "H", "H", "H", "H", "H", "H", "H", "H", "H", "H", "H", "H", "F", "C", "C", "C", "C", "C", "C", "H", "H", "H", "H", "H", "F", "C", "C", "C", "C", "C", "C", "H", "H", "H", "H", "H"],
  "positions_angstrom": [[4.190606, -1.136677, 0.261679], [4.195269, 0.383735, 0.164537], [2.828418, 0.954823, -0.106544], [2.113927, 0.400508, -1.345322], [1.114344, -0.724444, -1.115094], [-0.200720, -0.257372, -0.010160], [-1.381956, -0.911816, -0.416561], [-0.235989, 1.156612, 0.023226], [0.194657, -0.753784, 1.439276], [4.614211, -1.452144, 1.134979], [4.694645, -1.567832, -0.512968], [3.234871, -1.494834, 0.247624], [4.603058, 0.761669, 1.088199], [4.890868, 0.652863, -0.615210], [2.206886, 0.859265, 0.775342], [2.986022, 2.014674, -0.244208], [1.549680, 1.214623, -1.774357], [2.811969, 0.094101, -2.116521], [1.551503, -1.674944, -0.827829], [0.581624, -0.915783, -2.036421], [-0.540017, -0.440124, 2.013438], [-3.578370, 0.684743, 7.380836], [-2.598126, 0.772323, 6.470048], [-2.929580, 1.028016, 5.154624], [-1.911322, 1.122277, 4.218867], [-0.588698, 0.952365, 4.607138], [-0.279018, 0.693232, 5.935190], [-1.288921, 0.605178, 6.879101], [-3.966843, 1.153763, 4.876470], [-2.154648, 1.337670, 3.185399], [0.204570, 1.032350, 3.872929], [0.750232, 0.559747, 6.238670], [-1.073039, 0.411110, 7.920681], [-1.995896, 0.431344, -7.688945], [-2.105636, -0.098770, -6.458531], [-1.934398, 0.721074, -5.361105], [-2.052663, 0.171100, -4.093099], [-2.325484, -1.183477, -3.940511], [-2.492640, -1.987049, -5.060045], [-2.386475, -1.444708, -6.331792], [-1.719037, 1.771403, -5.504815], [-1.934477, 0.799113, -3.218739], [-2.416722, -1.604478, -2.947750], [-2.706630, -3.040693, -4.944248], [-2.520059, -2.050755, -7.217477]],
  "atomic_forces_ev_per_a": [[-0.05, -0.02, 0.13], [0.10, 0.18, -0.08], [-0.01, -0.37, -0.13], [-0.15, 0.25, 0.25], [0.51, -0.11, 0.39], [-0.85, 0.43, -0.53], [-0.71, -1.08, -0.25], [0.39, 1.37, 0.12], [0.35, -0.23, 0.11], [0.07, -0.06, -0.05], [0.02, -0.04, 0.02], [-0.04, -0.01, 0.02], [0.07, 0.02, 0.35], [0.21, -0.12, -0.31], [-0.19, 0.01, 0.21], [0.02, 0.35, 0.02], [-0.13, 0.24, -0.17], [0.28, -0.13, -0.18], [-0.07, -0.31, 0.22], [-0.28, -0.11, -0.24], [0.37, -0.26, 0.12], [0.00, 0.00, 0.00], [0.07, 0.02, -0.07], [-0.17, 0.00, -0.06], [0.11, -0.06, 0.01], [0.05, -0.03, -0.16], [-0.05, -0.03, -0.05], [0.05, -0.03, 0.14], [-0.01, 0.01, 0.03], [-0.04, 0.05, -0.01], [0.03, 0.07, 0.02], [0.01, 0.02, 0.03], [-0.03, 0.00, 0.01], [0.01, 0.01, -0.02], [-0.02, -0.06, 0.11], [0.05, 0.18, 0.01], [0.05, -0.17, 0.00], [0.03, 0.02, 0.12], [0.05, 0.07, 0.03], [-0.01, -0.10, -0.12], [-0.03, 0.00, -0.03], [-0.03, 0.03, 0.00], [-0.03, 0.00, 0.01], [-0.03, -0.01, -0.01], [0.01, 0.02, -0.02]],
  "homo_energy_ev": -11.040,
  "e_tot_ha": -1500.9997,
  "charge": 1,
  "largest_force_ev_per_a": 1.4,
  "e_lumo_ev": -3.94
}

=====

{
  "formula": "C16H22F2O15",
  "method": "ωB97M-V with the def2-TZVPD basis set",
  "species": ["C", "C", "O", "C", "O", "O", "H", "H", "H", "H", "C", "C", "O", "C", "O", "O", "H", "H", "H", "H", "C", "C", "O", "C", "O", "O", "C", "H", "H", "H", "H", "H", "H", "H", "H", "C", "C", "O", "C", "O", "O", "F", "H", "H", "H", "C", "C", "O", "C", "O", "O", "F", "H", "H", "H"],
  "positions_angstrom": [[20.760260, -10.886490, 17.135010], [19.305840, -10.506120, 16.858660], [18.698680, -10.840500, 18.075140], [19.580320, -11.258190, 19.002750], [19.281620, -11.636530, 20.105470], [20.755520, -11.340640, 18.463510], [21.394600, -10.030480, 16.904910], [21.034980, -11.670460, 16.429300], [18.972900, -11.201530, 16.088170], [19.199190, -9.447280, 16.622940], [16.744040, -11.181120, 26.717530], [15.999490, -12.036340, 27.712580], [16.884600, -11.939610, 28.850340], [18.086410, -11.386430, 28.547500], [18.988220, -11.336930, 29.342170], [18.046070, -10.952470, 27.273930], [16.215710, -10.245000, 26.536830], [16.808110, -11.689730, 25.755600], [15.780400, -13.058120, 27.402660], [15.148620, -11.478660, 28.103870], [22.237070, -4.744700, 13.578220], [21.100030, -4.235990, 12.669100], [19.879550, -4.924610, 13.015660], [18.876660, -4.318140, 13.666700], [18.982240, -3.185690, 14.189260], [17.813580, -5.273290, 13.700360], [16.863340, -5.208380, 14.664050], [23.239230, -4.333080, 13.458540], [22.331350, -5.806030, 13.348450], [21.873890, -4.693630, 14.604670], [21.235730, -4.504170, 11.621360], [21.034520, -3.149640, 12.729690], [16.873090, -4.354720, 15.341750], [16.969080, -6.065120, 15.329560], [15.917510, -5.344810, 14.139770], [13.552670, -13.250980, 21.177210], [13.065290, -11.820080, 20.909300], [13.202440, -11.674860, 19.506110], [13.375020, -12.833920, 18.922090], [13.465680, -12.999270, 17.707320], [13.344590, -13.817910, 19.878960], [13.882540, -10.961180, 21.523300], [13.209810, -13.836470, 22.030270], [14.614910, -13.377410, 21.386400], [12.048350, -11.614330, 21.243380], [23.172650, -16.240290, 24.801870], [23.346140, -15.814300, 23.341530], [23.605450, -17.089070, 22.802680], [23.267100, -18.122140, 23.550830], [23.123160, -19.234540, 23.204230], [23.192020, -17.692890, 24.790820], [24.450530, -15.094650, 23.202200], [22.228420, -15.921610, 25.243430], [23.967570, -15.972750, 25.498010], [22.508660, -15.335600, 22.833990]],
  "atomic_forces_ev_per_a": [[-0.06, 0.43, -1.69], [0.84, -0.69, -0.13], [-1.63, 0.53, 0.77], [-2.16, -1.11, 1.06], [0.33, 0.72, -0.85], [2.94, 0.09, -0.24], [0.41, -0.10, 0.82], [0.33, -0.28, 0.48], [-0.66, 0.59, -0.13], [-0.37, -0.20, -0.07], [-0.21, -0.02, -1.12], [0.44, 1.46, 1.57], [0.15, -1.00, 0.39], [-0.13, -0.63, 1.04], [-0.83, 0.31, -1.45], [0.15, 0.13, -0.30], [0.35, 0.20, 0.17], [0.49, 0.11, 0.00], [0.18, 0.06, 0.28], [-0.58, -0.61, -0.58], [-1.02, -1.03, -0.39], [0.72, 0.45, 0.08], [-0.89, 0.04, 0.03], [0.42, 1.26, 1.62], [-1.34, -3.80, -1.55], [4.46, 2.40, -1.79], [-1.98, -0.41, 1.79], [-0.38, 0.50, -0.11], [0.12, -0.17, 0.15], [0.33, 0.28, 0.09], [0.25, 0.01, 0.09], [-0.54, -0.09, 0.16], [0.06, 0.44, -0.56], [0.09, -0.28, 0.03], [-0.28, 0.39, 0.37], [0.76, -0.23, -0.77], [0.37, -1.00, 0.60], [-0.33, 1.76, 1.05], [-0.04, -2.13, -2.97], [-0.14, 0.20, 3.61], [-0.03, -0.81, -0.69], [0.52, 0.98, 0.33], [-1.44, 0.09, -0.54], [0.45, 1.10, -0.31], [-0.09, 0.04, -0.33], [-0.64, -0.52, 1.34], [0.13, -2.09, 1.34], [0.01, 1.04, -3.57], [0.31, 0.21, 0.74], [-0.04, -1.10, -0.65], [-0.86, 0.95, 1.72], [0.92, 1.05, -0.39], [-0.04, -0.04, -0.11], [0.15, 0.51, -0.51], [0.06, 0.01, 0.08]],
  "homo_energy_ev": -11.013,
  "e_above_lowest_kcal_mol": 67.4,
  "smiles": "O=C1OC[C@@H](F)O1.O=C1OC[C@@H](F)O1.CCOC(=O)OC.O=C1OCCO1.O=C1OCCO1",
  "e_tot_ha": -1951.1751,
  "largest_force_ev_per_a": 5.4,
  "e_lumo_ev": 0.02
}